Here is a gas-phase ion, C3H8N5 (charge +1) at a distorted geometry from OMol25. Energies are from the ωB97M-V functional and the def2-TZVPD basis.

CARTESIAN COORDINATES (ANGSTROEM)
C  0.9480  -1.9860  -0.1697
N  1.6952  -1.1458  0.1059
C  1.8439  0.2212  0.4039
C  1.0207  1.0789  -0.5464
N  -0.4183  0.8753  -0.4431
N  -0.7895  -0.4257  -0.6391
N  -1.8795  -0.7810  -0.2090
N  -2.7944  -0.1214  0.4591
H  0.6911  -3.0181  -0.5572
H  2.9029  0.3942  0.3870
H  1.4059  0.3675  1.4828
H  1.2565  2.0897  -0.4083
H  1.4122  0.9536  -1.6247
H  -0.7263  1.2746  0.3600
H  -3.5074  -0.6655  0.9897
H  -3.0610  0.8884  0.4092

Values from the calculation:
SMILES string	C#[N+]CCN/N=N\N
energy above the lowest of the compared OMol25 structures with the same formula, charge and spin	486.7	kJ/mol
largest force on an atom	3.82	eV/A
charge	+1
gap between HOMO and LUMO	7.85	eV
2S+1	1

Here are the Löwdin charges for atoms 1 to 6, given in e: C 0.271; N 0.110; C -0.143; C -0.168; N -0.019; N -0.079

---

Here is a molecular structure, C2H5BrN2S at a distorted geometry from OMol25. Energies are from the ωB97M-V functional and the def2-TZVPD basis.

CARTESIAN COORDINATES (ANGSTROEM)
C  0.0748  -0.2666  -1.2758
C  -0.3425  -0.8441  0.1156
N  1.3683  0.2487  -1.1671
N  -0.1729  0.8023  1.8860
S  -1.3559  0.3760  0.8756
Br  -0.3276  2.3219  2.9096
H  0.1060  -0.9857  -2.0371
H  -0.6083  0.5006  -1.7681
H  -0.8125  -1.9488  0.1050
H  0.5365  -0.9722  0.6825
H  1.5340  0.7679  -0.3261

Values from the calculation:
energy above the lowest of the compared OMol25 structures with the same formula, charge and spin	328.5	kJ/mol
largest force on an atom	3.93	eV/A
gap between HOMO and LUMO (spin up / spin down)	9.02 / 7.66	eV
2S+1	1

Here are the Löwdin charges for atoms 1 to 6, given in e: C -0.406; C -0.481; N 0.101; N -0.948; S 0.791; Br 0.545

---

Here is a molecular structure, CHBr3ClCu at a distorted geometry from OMol25. Energies are from the ωB97M-V functional and the def2-TZVPD basis.

CARTESIAN COORDINATES (ANGSTROEM)
Cu  4.3889  -0.4844  2.2851
Cl  2.2677  -0.0120  0.8403
C  -1.2128  0.0652  -0.4989
Br  -2.3244  1.6628  -0.0757
Br  -0.1577  0.2902  -2.2228
Br  -2.4521  -1.5058  -0.6581
H  -0.5097  -0.0160  0.3301

Values from the calculation:
energy above the lowest of the compared OMol25 structures with the same formula, charge and spin	0.0	kJ/mol
largest force on an atom	1.87	eV/A
gap between HOMO and LUMO (spin up / spin down)	8.53 / 5.78	eV
2S+1	3

Here are the Löwdin charges for atoms 1 to 6, given in e: Cu 0.351; Cl -0.265; C -1.453; Br 0.499; Br 0.464; Br 0.490

---

Here is 2 unconnected molecules or ions with the total composition C4H11NO at a distorted geometry from OMol25. Energies are from the ωB97M-V functional and the def2-TZVPD basis.

CARTESIAN COORDINATES (ANGSTROEM)
C  -1.3033  3.6217  1.0558
C  -0.7010  3.8102  2.4114
O  -0.5512  2.9217  3.2099
H  -1.6975  4.6129  0.8034
H  -2.2254  3.0461  1.0326
H  -0.6150  3.3082  0.2824
H  -0.3650  4.8135  2.7389
C  0.8733  -3.8127  -0.8810
N  0.2343  -3.2871  -2.0910
C  1.1887  -2.7557  -3.0509
H  1.6971  -4.4109  -1.2767
H  1.1844  -3.0317  -0.1834
H  0.1493  -4.4230  -0.3473
H  -0.3729  -2.5113  -1.8523
H  1.9189  -2.0143  -2.6809
H  0.6206  -2.3133  -3.8850
H  1.7426  -3.5662  -3.5290

Values from the calculation:
SMILES string	CC=O.CNC
energy above the lowest of the compared OMol25 structures with the same formula, charge and spin	179.9	kJ/mol
largest force on an atom	1.98	eV/A
gap between HOMO and LUMO	9.77	eV
2S+1	1

Here are the Löwdin charges for atoms 1 to 6, given in e: C -0.059; C -0.324; O 0.037; H 0.071; H 0.081; H 0.080

---

Here is C10H13NOS in the gas phase at a distorted geometry from OMol25. Energies are from the ωB97M-V functional and the def2-TZVPD basis.

CARTESIAN COORDINATES (ANGSTROEM)
O  -0.4820  0.5392  1.5743
C  -0.3555  0.1979  0.2541
C  1.4001  -0.1361  -0.0673
N  1.8552  -0.4408  -1.2033
C  3.1927  -0.7141  -1.0695
C  3.6257  -0.7193  0.2290
S  2.4174  -0.2567  1.3192
C  -0.9313  -1.1692  -0.0898
C  -0.7674  -2.3277  0.9646
C  -2.0839  -1.6962  0.7606
C  -0.7794  1.1880  -0.7965
C  -1.9936  2.0065  -0.6811
C  -0.6172  2.7017  -0.5599
H  0.2231  1.2456  1.8480
H  3.7539  -1.0598  -1.9107
H  4.6553  -1.0236  0.2934
H  -0.8203  -1.2561  -1.1341
H  -0.1939  -2.1648  1.8088
H  -0.5436  -3.2865  0.5037
H  -2.8064  -2.2830  0.2307
H  -2.4482  -1.0725  1.5462
H  -0.3682  0.8820  -1.6936
H  -2.4806  2.0698  0.2590
H  -2.6400  2.2424  -1.4787
H  -0.4417  3.4064  -1.3353
H  -0.3702  3.1270  0.4282

Values from the calculation:
SMILES string	OC(c1nccs1)(C1CC1)C1CC1
energy above the lowest of the compared OMol25 structures with the same formula, charge and spin	409.0	kJ/mol
largest force on an atom	5.74	eV/A
gap between HOMO and LUMO	9.58	eV
2S+1	1

Here are the Löwdin charges for atoms 1 to 6, given in e: O -0.025; C -0.422; C -0.494; N 0.049; C -0.225; C -0.443

---

Here is C2H5FN2 in the gas phase at a distorted geometry from OMol25. Energies are from the ωB97M-V functional and the def2-TZVPD basis.

CARTESIAN COORDINATES (ANGSTROEM)
N  1.6237  0.3126  0.3933
N  1.0856  -0.8310  0.1793
C  -0.2159  -0.9206  -0.0646
C  -1.3142  0.2239  -0.1444
F  -0.6787  1.5261  -0.4297
H  2.7615  0.1560  0.8315
H  1.2539  1.0740  -0.3152
H  -0.6564  -1.9377  -0.4282
H  -2.2596  0.0909  -0.9772
H  -1.5998  0.3058  0.9551

Values from the calculation:
SMILES string	N/N=C\CF
energy above the lowest of the compared OMol25 structures with the same formula, charge and spin	332.2	kJ/mol
largest force on an atom	5.76	eV/A
gap between HOMO and LUMO	9.23	eV
2S+1	1

Here are the Löwdin charges for atoms 1 to 6, given in e: N -0.090; N -0.151; C -0.182; C -0.133; F -0.171; H 0.206